ORCA calculation (ωB97M-V/def2-TZVPD) on a cluster of 2 separate species, C9H19BrNO in total.

Element x y z (Å)
1 Br 0.359 -0.773 -2.403
2 C 6.245 -2.596 1.734
3 C 6.224 -2.344 0.210
4 C 5.154 -3.404 -0.364
5 C 4.543 -2.985 -1.689
6 C 3.915 -1.623 -1.528
7 C 4.977 -0.517 -1.212
8 N 5.765 -0.958 0.002
9 O 6.657 0.080 0.434
10 C 5.929 -0.242 -2.488
11 C 4.124 0.744 -0.767
12 C 7.556 -2.672 -0.536
13 H 7.031 -2.025 2.229
14 H 6.545 -3.603 2.024
15 H 5.264 -2.388 2.161
16 H 5.568 -4.380 -0.617
17 H 4.321 -3.554 0.323
18 H 3.856 -3.737 -2.078
19 H 5.265 -3.037 -2.504
20 H 3.190 -1.630 -0.714
21 H 3.232 -1.440 -2.357
22 H 6.911 0.179 -2.270
23 H 6.132 -1.206 -2.953
24 H 5.405 0.529 -3.053
25 H 3.546 0.991 -1.658
26 H 3.407 0.500 0.016
27 H 4.775 1.552 -0.434
28 H 7.362 -2.410 -1.576
29 H 7.870 -3.716 -0.524
30 H 8.360 -2.004 -0.228
31 H 6.160 0.441 1.172

Results
Relative energy (zero: lowest compared OMol25 entry of this formula, charge and spin) ... 1.345 eV
Charge ... -1


ORCA calculation (ωB97M-V/def2-TZVPD) on a structure of composition C9H19F3LaNO3PSi.

Element x y z (Å)
1 C -3.593 2.148 -3.538
2 C -2.994 0.870 -2.763
3 O -3.461 -0.287 -2.953
4 O -1.904 1.106 -1.871
5 C -0.660 1.085 -2.688
6 C 0.418 2.079 -2.041
7 C 0.819 1.718 -0.509
8 C 1.016 0.127 -0.357
9 Si 1.796 -0.419 1.311
10 C 0.693 -0.076 2.840
11 C 0.985 -1.029 4.109
12 C -0.421 -1.765 4.457
13 F -0.199 -2.583 5.594
14 F -0.742 -2.606 3.340
15 F -1.481 -0.823 4.660
16 P 1.953 -2.672 1.185
17 N 2.095 -2.979 -0.548
18 O 3.311 -3.221 2.044
19 H -2.986 3.105 -3.216
20 H -4.721 2.306 -3.215
21 H -3.474 1.920 -4.685
22 H -0.913 1.380 -3.783
23 H -0.336 -0.013 -2.733
24 H 1.323 2.127 -2.749
25 H -0.052 3.140 -2.074
26 H 1.762 2.328 -0.277
27 H -0.009 2.038 0.225
28 H 0.058 -0.492 -0.515
29 H 1.739 -0.211 -1.202
30 H 3.135 0.188 1.516
31 H 0.892 1.010 3.190
32 H -0.406 -0.187 2.489
33 H 1.357 -0.438 5.030
34 H 1.752 -1.858 3.930
35 H 1.579 -3.843 -0.820
36 H 3.089 -3.036 -0.838
37 H 3.827 -3.767 1.385
38 La -5.246 3.629 -3.927

Results
Relative energy (zero: lowest compared OMol25 entry of this formula, charge and spin) ... 4.284 eV
Charge ... +3


ORCA calculation (ωB97M-V/def2-TZVPD) on a cluster of 2 separate species, C9H19F3O6S in total.

Element x y z (Å)
1 C 2.324 -3.714 1.923
2 O 2.602 -2.749 0.937
3 C 1.461 -2.337 0.229
4 C 0.830 -1.092 0.881
5 O -0.587 -1.186 0.746
6 C -1.277 -0.987 1.936
7 S -2.866 -1.852 1.977
8 O -2.914 -2.604 3.196
9 O -3.920 -0.920 1.725
10 C -2.900 -3.121 0.587
11 F -1.678 -3.438 0.151
12 F -3.636 -2.629 -0.423
13 F -3.491 -4.220 1.093
14 H 3.269 -4.124 2.239
15 H 1.712 -4.519 1.532
16 H 1.815 -3.269 2.776
17 H 0.700 -3.108 0.245
18 H 1.743 -2.115 -0.789
19 H 1.161 -1.062 1.912
20 H 1.224 -0.217 0.377
21 H -1.540 0.060 2.061
22 H -0.742 -1.307 2.822
23 C -0.160 1.274 -1.682
24 O 1.091 1.888 -1.424
25 C 1.555 2.698 -2.493
26 C 1.311 4.166 -2.230
27 O -0.073 4.472 -2.199
28 C -0.592 4.610 -0.889
29 H -0.516 0.849 -0.746
30 H -0.898 1.990 -2.050
31 H -0.044 0.463 -2.410
32 H 1.083 2.401 -3.434
33 H 2.633 2.530 -2.586
34 H 1.756 4.749 -3.042
35 H 1.793 4.467 -1.295
36 H -0.247 5.544 -0.434
37 H -0.305 3.770 -0.251
38 H -1.677 4.638 -0.967

Results
SMILES ... COCCOCS(=O)(=O)C(F)(F)F.COCCOC
Charge ... 0


ORCA calculation (ωB97M-V/def2-TZVPD) on a cluster of 2 separate species, C9H19INO in total.

Element x y z (Å)
1 I -19.685 -6.064 22.021
2 C -17.616 -0.719 21.176
3 C -19.135 -1.025 21.195
4 C -19.941 0.293 21.239
5 C -20.150 0.925 19.871
6 C -20.771 -0.104 18.909
7 C -20.001 -1.398 18.766
8 N -19.651 -1.903 20.133
9 O -18.832 -3.042 19.998
10 C -20.892 -2.497 18.207
11 C -18.768 -1.105 17.890
12 C -19.410 -1.780 22.487
13 H -17.184 -0.689 20.177
14 H -17.071 -1.475 21.742
15 H -17.453 0.213 21.721
16 H -20.941 0.077 21.622
17 H -19.435 1.083 21.798
18 H -19.224 1.340 19.474
19 H -20.952 1.667 19.919
20 H -20.809 0.443 17.954
21 H -21.851 -0.223 19.054
22 H -21.573 -2.266 17.385
23 H -20.320 -3.392 17.940
24 H -21.544 -2.930 18.975
25 H -18.063 -0.504 18.459
26 H -18.230 -2.023 17.630
27 H -19.017 -0.696 16.910
28 H -20.473 -1.817 22.749
29 H -18.911 -1.334 23.356
30 H -19.121 -2.832 22.470
31 H -19.414 -3.766 20.292

Results
Relative energy (zero: lowest compared OMol25 entry of this formula, charge and spin) ... 0.288 eV
Charge ... -1


ORCA calculation (ωB97M-V/def2-TZVPD) on the ion C9H19N3O with charge +2.

Element x y z (Å)
1 C 2.947 -0.487 0.169
2 C 1.611 -0.901 -0.456
3 C 4.126 -1.040 0.360
4 C 1.395 1.456 -0.001
5 C -2.964 -0.239 -0.914
6 C -1.361 -1.236 0.697
7 C -1.759 1.272 0.867
8 C -0.457 0.272 -1.083
9 C -1.665 -0.029 -0.106
10 N 0.845 0.202 -0.628
11 N 1.246 -2.091 -0.825
12 N 2.789 0.978 0.593
13 O 1.721 2.488 -0.849
14 H 5.078 -0.749 0.863
15 H 4.226 -2.080 0.084
16 H 0.660 1.801 0.789
17 H -3.286 0.644 -1.489
18 H -2.691 -0.825 -1.872
19 H -3.643 -0.911 -0.378
20 H -0.485 -1.178 1.231
21 H -2.137 -1.142 1.541
22 H -1.485 -2.304 0.189
23 H -1.152 1.158 1.726
24 H -2.701 1.514 1.192
25 H -1.347 2.143 0.318
26 H -0.634 1.247 -1.422
27 H -0.635 -0.393 -1.869
28 H 1.779 -2.911 -0.728
29 H 0.213 -2.226 -1.026
30 H 2.905 1.066 1.584
31 H 3.497 1.618 0.186
32 H 1.294 3.380 -0.521

Results
Relative energy (zero: lowest compared OMol25 entry of this formula, charge and spin) ... 0.068 eV
SMILES ... C=C1[NH2+][C@@H](O)N(CC(C)(C)C)C1=[NH2+]
Charge ... +2


ORCA calculation (ωB97M-V/def2-TZVPD) on an isolated molecule of C9H19N3O3.

Element x y z (Å)
1 C -0.015 -1.069 -0.608
2 C 0.782 -1.279 0.725
3 C -1.455 -1.691 -0.379
4 C -2.228 -1.041 0.731
5 C -2.532 0.467 0.660
6 C -3.108 0.897 -0.776
7 C 2.384 0.854 0.460
8 C 3.308 0.483 -0.706
9 C 3.027 1.742 1.534
10 H 0.639 -2.756 -1.218
11 H 1.615 -1.515 -1.749
12 H -0.094 -0.003 -0.864
13 H -1.333 -2.709 -0.138
14 H -1.961 -1.707 -1.341
15 H -1.676 -1.227 1.685
16 H -3.190 -1.608 0.809
17 H -1.622 1.060 0.830
18 H -3.314 0.721 1.387
19 H -2.317 0.778 -1.505
20 H -3.966 0.233 -0.944
21 H -3.800 2.561 -1.586
22 H -2.869 2.898 -0.207
23 H 2.261 -0.680 1.905
24 H 1.531 1.360 -0.057
25 H 3.595 2.624 1.041
26 H 3.815 1.114 1.976
27 H 2.270 2.153 2.277
28 H 3.684 -1.030 -1.887
29 N 0.629 -1.830 -1.661
30 N -3.589 2.279 -0.619
31 N 1.798 -0.381 1.041
32 O 0.520 -2.167 1.486
33 O 4.032 1.248 -1.219
34 O 3.180 -0.781 -1.085

Results
Relative energy (zero: lowest compared OMol25 entry of this formula, charge and spin) ... 1.257 eV
SMILES ... C[C@H](NC(=O)[C@@H](N)CCCCN)C(=O)O
Charge ... 0


Number 1: gap between HOMO and LUMO 6.5 eV. Number 2: gap between HOMO and LUMO 1.4 eV. Number 3: gap between HOMO and LUMO 10.0 eV. Number 4: gap between HOMO and LUMO 6.6 eV. Number 5: gap between HOMO and LUMO 8.9 eV. Number 6: gap between HOMO and LUMO 9.6 eV.